A molecular structure, C5H16LiN2O5 in a non-equilibrium geometry, computed with ωB97M-V/def2-TZVPD.

The geometry in XYZ format:
```
29
Properties=species:S:1:pos:R:3:nbo_charge:R:1
Li 0.813 0.402 0.703 0.8783
C 2.279 3.018 0.793 -0.2185
O 1.988 1.865 1.511 -1.0126
H 1.986 3.940 1.296 0.0964
H 3.345 3.017 0.564 0.1056
H 1.819 2.958 -0.193 0.0836
C 2.978 -1.369 -0.796 -0.2227
O 2.408 -1.008 0.437 -0.9975
H 2.447 -1.181 -1.729 0.0666
H 3.917 -0.836 -0.945 0.1053
H 3.268 -2.419 -0.805 0.0961
C -3.104 -1.456 1.701 -0.0935
C -1.979 -0.342 1.443 -0.1024
O -0.591 -0.832 1.498 -0.7232
O -4.054 -1.090 2.713 -0.7403
H -2.643 -2.437 1.819 0.1664
H -3.713 -1.664 0.821 0.1466
H -2.159 0.477 2.140 0.1924
H -2.048 -0.008 0.408 0.2036
H -0.415 -1.114 2.399 0.4813
H -4.747 -1.736 2.868 0.4696
C -0.226 0.397 -1.855 0.7666
O -0.306 0.956 -0.784 -0.7161
N 0.183 1.103 -2.871 -0.8085
N -0.667 -0.770 -2.131 -0.7952
H 0.246 0.592 -3.740 0.3583
H 0.735 1.936 -2.724 0.4218
H -0.533 -1.110 -3.073 0.3784
H -1.226 -1.288 -1.468 0.4136
```

Computed properties:
Highest occupied orbital energy in Ha: -0.0751
Total charge: -1
Lowest unoccupied orbital energy in eV: 2.4
Gap between HOMO and LUMO in eV: 4.5
E in hartree: -693.33060